Density functional theory data (ωB97M-V with the def2-TZVPD basis set) for a structure of composition C16H44KN4O8S in a non-equilibrium geometry.

Last column: Löwdin charge in e.
Geometry (Å):
K1 0.929 0.680 -0.155  0.73
S1 4.010 0.702 2.006  0.25
O1 5.306 0.012 1.772  -0.44
O2 4.296 1.862 2.884  -0.44
O3 3.512 1.261 0.699  -0.53
O4 2.987 -0.247 2.546  -0.45
C1 -2.081 -1.877 -3.645  -0.04
C2 -0.936 -0.994 -3.100  -0.40
C3 -1.004 0.448 -3.520  -0.22
O5 -1.042 0.498 -4.934  -0.20
C4 -0.792 1.793 -5.434  -0.10
N1 -0.991 -1.011 -1.620  0.00
H1 -1.684 -2.894 -3.645  0.08
H2 -2.329 -1.559 -4.658  0.07
H3 -2.966 -1.867 -3.012  0.07
H4 0.033 -1.392 -3.387  0.12
H5 -0.111 0.966 -3.138  0.11
H6 -1.858 1.032 -3.142  0.14
H7 -0.953 1.737 -6.505  0.09
H8 0.226 2.119 -5.185  0.09
H9 -1.442 2.520 -4.928  0.09
H10 -0.842 -1.949 -1.260  0.08
H11 -1.926 -0.782 -1.297  0.06
C5 2.770 -0.910 -3.659  -0.06
C6 3.291 -0.755 -2.246  -0.45
C7 4.639 -1.441 -2.051  -0.20
O6 4.638 -2.727 -2.626  -0.20
C8 5.812 -3.455 -2.333  -0.11
N2 3.304 0.638 -1.842  -0.01
H12 2.371 -1.898 -3.901  0.07
H13 3.526 -0.668 -4.413  0.08
H14 1.929 -0.235 -3.861  0.06
H15 2.608 -1.232 -1.527  0.12
H16 4.845 -1.477 -0.973  0.14
H17 5.421 -0.819 -2.515  0.13
H18 6.003 -4.154 -3.141  0.08
H19 5.699 -3.944 -1.357  0.09
H20 6.656 -2.770 -2.180  0.09
H21 3.717 1.277 -2.508  0.08
H22 3.756 0.740 -0.916  0.02
C9 0.465 -1.536 4.503  -0.04
C10 -0.251 -1.103 3.229  -0.44
C11 -1.750 -0.912 3.434  -0.22
O7 -2.402 -1.989 4.083  -0.18
C12 -2.528 -3.122 3.262  -0.12
N3 0.329 0.144 2.702  0.00
H23 0.276 -2.576 4.780  0.07
H24 0.319 -0.839 5.329  0.09
H25 1.536 -1.523 4.271  0.08
H26 -0.109 -1.874 2.463  0.13
H27 -2.260 -0.680 2.489  0.10
H28 -1.848 -0.056 4.112  0.13
H29 -1.594 -3.461 2.806  0.08
H30 -3.267 -2.950 2.466  0.08
H31 -2.902 -3.934 3.887  0.09
H32 0.189 0.860 3.416  0.09
H33 1.373 0.044 2.727  0.01
C13 -2.772 3.891 0.432  -0.06
C14 -2.416 2.838 1.465  -0.42
C15 -3.579 2.419 2.358  -0.22
O8 -3.836 3.441 3.300  -0.18
C16 -4.933 3.117 4.121  -0.12
N4 -1.778 1.689 0.816  0.02
H34 -3.658 4.466 0.719  0.08
H35 -3.007 3.445 -0.538  0.07
H36 -1.976 4.619 0.281  0.08
H37 -1.680 3.280 2.144  0.15
H38 -3.305 1.506 2.896  0.10
H39 -4.451 2.224 1.712  0.13
H40 -4.923 3.787 4.987  0.09
H41 -4.828 2.108 4.532  0.09
H42 -5.892 3.317 3.631  0.09
H43 -2.544 1.116 0.453  0.07
H44 -1.324 1.018 1.439  0.00

Computed properties:
- energy above the lowest of the compared OMol25 structures with the same formula, charge and spin (eV) = 0.253
- calculated total energy (eV) = -66807.4053
- LUMO energy (eV) = 1.661
- HOMO energy (eV) = -3.49
- charge = -1
- max |F| (eV/A) = 3.3